No. 1
ORCA calculation (ωB97M-V with the def2-TZVPD basis set) on the ion C12H17N2 with charge +1.

Element x y z (Å)
N  0.32572  0.18147  -0.87201
N  2.33278  1.42410  -0.66541
C  2.42361  -0.96692  0.21380
C  1.69656  0.35647  -0.44497
C  -0.75374  2.38464  -0.05924
C  3.59820  1.62684  -0.28008
C  -0.10311  0.67355  1.64683
C  -2.06481  0.20996  -0.07469
C  0.32216  -2.32667  -0.24781
C  -0.64432  0.84356  0.20254
C  4.20506  0.62389  0.33899
C  3.66874  -0.51695  0.50055
C  1.77397  -2.26329  0.37735
C  0.13244  -1.28726  -1.32332
H  -0.39328  -2.17648  0.46857
H  1.56976  -2.29495  1.55226
H  -0.78825  1.25976  2.19263
H  -1.77389  2.74875  0.18061
H  0.97373  0.99684  1.75477
H  0.15479  2.79254  0.50105
H  0.06050  0.83367  -1.65143
H  0.19588  -3.34851  -0.72339
H  2.47830  -3.05694  -0.00398
H  3.95258  2.63343  -0.52092
H  0.05976  -0.38520  2.04557
H  -2.05126  -0.87380  0.05947
H  -2.25325  0.32974  -1.14173
H  0.93872  -1.51862  -2.10962
H  -0.83139  -1.31406  -1.79020
H  -2.75994  0.83438  0.52725
H  -0.52647  2.57962  -1.12101

## Properties
electronic energy: -576.53602 Ha
relative energy (zero: lowest compared OMol25 entry of this formula, charge and spin): 121.0 kcal per mole
frontier orbital gap: 9.1469 eV
charge: +1
SMILES: CC(C)(C)[N@@H+]1CCCc2c#ccnc21

No. 2
ORCA calculation (ωB97M-V with the def2-TZVPD basis set) on a cluster of 2 separate species, C2H5PS in total.

Element x y z (Å)
S  -1.77019  0.77560  -1.17226
P  2.71527  1.16969  -0.27415
C  1.84793  -0.19281  -0.52562
C  -1.71394  -0.36785  0.31812
H  -2.67646  -0.19017  0.71373
H  -0.93896  0.13363  0.96942
H  1.26278  -0.86268  -1.10293
H  3.00775  0.91539  1.12597
H  -1.73417  -1.38080  -0.05228

## Properties
electronic energy: -818.54687 Ha
relative energy (zero: lowest compared OMol25 entry of this formula, charge and spin): 94.8 kcal per mole
frontier orbital gap (spin up / spin down): 8.8104 / 6.7487 eV

No. 3
ORCA calculation (ωB97M-V with the def2-TZVPD basis set) on a structure of composition C22H32F9N5O2PSn.

Element x y z (Å)
Sn  -0.11214  -0.44821  -0.13284
P  -0.14441  -0.15488  3.41125
F  2.00329  -0.85792  -2.62358
F  0.24033  1.38912  -5.01207
F  -1.00108  -1.06299  -5.46593
F  -1.80402  -1.99009  -3.68085
F  -2.38152  0.02186  -4.19879
F  -0.88665  1.98328  -3.26101
F  1.63741  -0.97531  -4.75453
F  0.79341  -2.45312  -3.41437
F  1.22709  1.61103  -3.09356
O  -0.62280  -0.34112  -2.04603
O  -0.15861  -0.59093  1.92575
N  -1.91227  -1.83043  -0.07453
N  0.73252  -2.58103  -0.29317
N  0.53869  1.68438  -0.13288
N  2.13347  -0.33421  0.13649
N  -1.92588  0.90268  -0.01613
C  -3.22280  0.22296  -0.04796
C  1.08324  -1.14902  -3.58291
C  1.83881  1.97068  -0.17037
C  -1.64929  0.69263  3.85280
C  2.28516  3.26221  -0.38599
C  0.09989  1.20176  -3.71848
C  2.85389  -1.60314  0.30355
C  -0.01248  3.94816  -0.54190
C  1.33931  4.26352  -0.56985
C  2.73426  0.78758  0.01775
C  -0.38070  2.63024  -0.32548
C  -2.90469  3.07681  -0.62832
C  -0.31152  -3.63135  -0.17852
C  4.20764  0.99533  0.03708
C  1.85088  -2.68191  0.66961
C  -3.05678  -1.15387  0.56764
C  0.02481  -1.58107  4.46280
C  -1.79471  2.13824  -0.30366
C  1.22612  0.94525  3.71366
C  -1.36662  -0.83942  -4.21930
C  -1.52659  -3.10490  0.56111
C  -0.18525  -0.28523  -3.35220
H  3.63341  -1.53601  1.06144
H  -3.82451  2.55321  -0.86911
H  0.01635  -1.25595  5.50569
H  -1.57583  1.04342  4.88434
H  -3.99003  0.77718  0.49206
H  -3.97739  -1.72647  0.44758
H  -0.75599  4.71948  -0.68295
H  4.52820  1.36907  -0.93997
H  4.76084  0.08635  0.24555
H  1.12197  1.84612  3.10644
H  1.24845  1.23459  4.76572
H  -3.09531  3.73856  0.22228
H  0.96699  -2.09592  4.27202
H  -2.50506  0.02027  3.78512
H  -2.83589  -1.08516  1.63194
H  -2.63781  3.70460  -1.47804
H  -1.31569  -2.90331  1.61080
H  4.47505  1.75407  0.77513
H  -0.59685  -3.91709  -1.19204
H  -0.80763  -2.27000  4.31296
H  -3.53865  0.13738  -1.09221
H  -2.32896  -3.84236  0.50759
H  3.34054  3.49258  -0.41643
H  2.32450  -3.66338  0.63104
H  1.45152  -2.52952  1.67105
H  -2.13283  -1.99977  -1.05833
H  1.12533  -2.64242  -1.23007
H  2.16475  0.44474  3.47116
H  1.65512  5.28404  -0.74341
H  0.08326  -4.52098  0.31205
H  -1.80337  1.55480  3.20248
H  3.33617  -1.84966  -0.64614

## Properties
electronic energy: -2735.51554 Ha
frontier orbital gap: 9.1776 eV
charge: +3

No. 4
ORCA calculation (ωB97M-V with the def2-TZVPD basis set) on a cluster of 5 separate species, C4H16NO6 in total.

Element x y z (Å)
O  2.85088  0.42940  -0.78770
O  -1.49904  -1.93804  2.43313
O  -3.37848  -1.32052  -0.86956
O  -1.30506  0.09011  0.33250
O  -0.71870  1.51406  2.56910
O  3.26645  0.05736  1.74757
N  0.83647  -0.48069  -0.14072
C  -0.89126  0.55600  -1.88581
C  -0.37235  0.05645  -0.48521
C  1.94176  -0.45247  -1.10918
C  -0.21271  1.71600  -2.53348
H  3.22719  -0.09958  0.69629
H  2.48741  0.50878  1.74400
H  1.07543  -0.85245  0.74797
H  -0.71536  -0.25170  -2.72530
H  1.79931  -0.26366  -2.24106
H  -0.27586  2.78025  -2.13071
H  -0.96248  1.23023  1.65849
H  -0.44423  1.65569  -3.61399
H  -3.47156  -0.42256  -0.52393
H  -2.05400  0.66052  -1.70904
H  -2.18497  -1.35011  2.04205
H  -0.80366  -1.76684  1.70562
H  0.90228  1.67382  -2.34083
H  -0.51967  0.77727  3.06160
H  -2.78516  -1.28637  -1.53839
H  2.34908  -1.54319  -1.16605

## Properties
electronic energy: -668.18535 Ha
relative energy (zero: lowest compared OMol25 entry of this formula, charge and spin): 65.8 kcal per mole
frontier orbital gap: 7.3219 eV
charge: -1

No. 5
ORCA calculation (ωB97M-V with the def2-TZVPD basis set) on a cluster of 3 separate species, C22H32ClNO8 in total.

Element x y z (Å)
Cl  -0.25017  -0.63743  2.31433
O  3.03827  -1.02500  -2.87307
O  4.60442  -0.20241  -5.35723
O  1.81498  0.96624  -4.82258
O  -4.56723  2.40351  5.42655
O  -2.45790  -2.94033  1.92787
O  -1.99485  2.66768  3.82558
O  -0.45550  -6.39334  -0.26868
O  -4.53362  3.99272  2.78038
N  -1.86878  -4.64218  0.45879
C  -0.14976  -3.04507  1.04221
C  -2.45771  3.49576  4.88589
C  5.92293  0.26447  -5.15584
C  2.40957  -5.15664  -0.72543
C  -2.95452  2.14290  2.91269
C  -3.65489  3.16776  2.03435
C  3.07628  -1.66276  -4.14703
C  0.40364  -4.14581  0.32294
C  1.90759  1.13132  -3.41603
C  -4.45100  5.36585  2.45845
C  3.01687  -6.18514  -0.87973
C  -3.30661  2.80425  5.94108
C  -1.61598  -3.46071  1.26451
C  0.51847  0.63169  -5.27745
C  -4.92673  1.07574  5.75657
C  -0.61295  -5.27715  0.09995
C  0.55555  -1.89674  1.40512
C  1.76269  -4.01976  -0.01574
C  4.38414  -1.52959  -4.91137
C  1.91933  -1.83074  1.02098
C  3.10611  0.39639  -2.83640
C  2.53954  -2.88378  0.30992
H  0.99541  0.79962  -2.91057
H  -1.55215  3.85226  5.38575
H  5.20687  -1.88249  -4.28039
H  3.56210  -7.11059  -1.01554
H  0.62195  0.13592  -6.24373
H  2.22357  -1.36508  -4.75516
H  -2.95004  4.38624  4.49507
H  -4.25862  2.63278  1.29091
H  -2.38125  1.48819  2.24967
H  2.53555  -0.95699  1.27822
H  -5.39055  1.04268  6.74682
H  -2.29825  -4.24424  -0.38260
H  -5.65107  0.73286  5.01646
H  -3.42182  5.67833  2.25485
H  -2.75384  1.95688  6.35782
H  3.15640  0.65208  -1.77339
H  -3.66659  1.49898  3.42640
H  -5.09034  5.59092  1.59758
H  2.93557  -2.72626  -3.93106
H  -4.80777  5.93410  3.31839
H  5.89127  1.35414  -5.12077
H  0.01587  -0.06289  -4.59699
H  6.56361  -0.04271  -5.98968
H  6.34301  -0.08853  -4.20860
H  4.04165  0.74996  -3.26957
H  -2.90239  3.76045  1.50326
H  2.03591  2.20409  -3.22574
H  4.33345  -2.17092  -5.79977
H  -3.50172  3.51936  6.75002
H  3.59209  -2.82711  0.01753
H  -4.06615  0.40072  5.71993
H  -0.08391  1.53556  -5.40674

## Properties
electronic energy: -1974.14311 Ha
frontier orbital gap: 8.4123 eV
SMILES: C#Cc1ccc(Cl)c2c1C(=O)NC2=O.COCCOCCOC.COCCOCCOC

No. 6
ORCA calculation (ωB97M-V with the def2-TZVPD basis set) on an isolated molecule of C2H2N2O2.

Element x y z (Å)
O  0.38336  1.99520  -0.03070
O  -0.84408  0.04067  0.24282
N  0.57558  -1.42788  -0.44349
N  1.11471  -0.20672  -0.77633
C  -0.53087  -1.26937  0.07657
C  0.24153  0.61255  -0.28356
H  0.33757  2.25154  0.93934
H  -1.27781  -1.99598  0.27535

## Properties
electronic energy: -337.35216 Ha
relative energy (zero: lowest compared OMol25 entry of this formula, charge and spin): 45.3 kcal per mole
frontier orbital gap: 10.7797 eV
SMILES: Oc1nnco1